{"formula": "C36H72O14S5", "method": "ωB97M-V/def2-TZVPD", "relative_energy_kcal_mol": 8.3, "homo_lumo_gap_ev": 9.417, "smiles": "O=S1(=O)CCCC1.O=S1(=O)CCCC1.O=S1(=O)CCCC1.O=S1(=O)CCCC1.O=S1(=O)CCCC1.C1CCOC1.C1CCOC1.C1CCOC1.C1CCOC1", "energy_ev": -121334.8676, "symbols": ["C", "C", "C", "O", "C", "H", "H", "H", "H", "H", "H", "H", "H", "C", "C", "C", "O", "C", "H", "H", "H", "H", "H", "H", "H", "H", "C", "C", "C", "O", "C", "H", "H", "H", "H", "H", "H", "H", "H", "C", "C", "C", "O", "C", "H", "H", "H", "H", "H", "H", "H", "H", "C", "C", "C", "S", "O", "O", "C", "H", "H", "H", "H", "H", "H", "H", "H", "C", "C", "C", "S", "O", "O", "C", "H", "H", "H", "H", "H", "H", "H", "H", "C", "C", "C", "S", "O", "O", "C", "H", "H", "H", "H", "H", "H", "H", "H", "C", "C", "C", "S", "O", "O", "C", "H", "H", "H", "H", "H", "H", "H", "H", "C", "C", "C", "S", "O", "O", "C", "H", "H", "H", "H", "H", "H", "H", "H"], "xyz": [[0.3270, 5.2960, -1.1456], [0.1944, 6.2643, -2.3489], [0.6111, 7.5686, -1.7411], [0.0532, 7.4787, -0.4578], [-0.1698, 6.1482, 0.0028], [1.3907, 5.0618, -1.1036], [-0.1865, 4.3434, -1.2755], [-0.8457, 6.2373, -2.6737], [0.8068, 5.9178, -3.1814], [0.2466, 8.4646, -2.2435], [1.6974, 7.5806, -1.6528], [-1.2127, 5.8633, 0.1420], [0.3333, 5.9371, 0.9465], [2.5844, 0.0389, -3.7753], [3.5016, -0.8458, -2.9501], [4.5152, -1.4257, -3.9783], [4.6398, -0.3678, -4.8947], [3.3128, 0.2506, -5.0913], [2.5071, 1.0241, -3.3155], [1.5729, -0.3546, -3.8758], [3.0104, -1.6708, -2.4342], [3.9521, -0.2802, -2.1345], [4.1439, -2.3067, -4.5019], [5.4875, -1.6737, -3.5526], [2.7712, -0.1976, -5.9242], [3.4838, 1.2937, -5.3574], [-5.4365, 1.3391, 0.2200], [-5.4279, 0.0093, -0.5235], [-6.4820, -0.8203, 0.2043], [-6.5632, -0.2738, 1.5235], [-5.7057, 0.8166, 1.6421], [-6.1690, 2.0540, -0.1548], [-4.4805, 1.8621, 0.1938], [-4.4511, -0.4738, -0.5459], [-5.7614, 0.1988, -1.5438], [-6.0989, -1.8380, 0.2791], [-7.4654, -0.7687, -0.2631], [-4.7976, 0.4226, 2.0984], [-5.9411, 1.5675, 2.3963], [-0.4823, -2.4464, -5.8804], [-1.4294, -3.4961, -6.2836], [-1.6140, -4.4397, -5.0374], [-0.3995, -4.2295, -4.2982], [0.0333, -2.8583, -4.5020], [-0.9329, -1.4541, -5.8619], [0.2930, -2.3019, -6.6328], [-1.0073, -4.1814, -7.0187], [-2.3735, -3.1100, -6.6679], [-1.6219, -5.5099, -5.2445], [-2.4829, -4.1723, -4.4361], [1.1189, -2.7664, -4.4708], [-0.2859, -2.2511, -3.6550], [-0.0691, 1.3194, 0.9550], [-1.5540, 0.9093, 0.5613], [-1.5753, -0.4066, -0.2135], [-0.0721, -0.3053, -1.2792], [-0.4803, 0.3004, -2.5235], [0.6860, -1.5276, -1.2825], [0.8065, 0.9734, -0.2564], [0.0515, 0.6226, 1.7844], [0.0484, 2.3279, 1.3514], [-1.9376, 1.6728, -0.1154], [-2.2307, 0.8429, 1.4132], [-2.4309, -0.6077, -0.8583], [-1.3303, -1.2407, 0.4440], [1.0717, 1.8278, -0.8791], [1.7556, 0.4988, -0.0073], [-2.5754, 3.3380, 6.6666], [-1.2910, 2.6012, 6.6060], [-1.2327, 1.8824, 5.2822], [-2.2068, 2.9008, 4.0368], [-3.2900, 2.0681, 3.5253], [-1.3568, 3.5997, 3.0396], [-2.8306, 4.0519, 5.2882], [-2.7742, 3.8194, 7.6241], [-3.4226, 2.6644, 6.7958], [-1.3046, 1.9609, 7.4880], [-0.4730, 3.3183, 6.6749], [-1.8247, 1.0058, 5.5451], [-0.2877, 1.5095, 4.8869], [-3.8643, 4.3065, 5.0541], [-2.2981, 4.9916, 5.1415], [4.1863, -3.4897, 0.1971], [2.8071, -4.1608, 0.5580], [2.5451, -3.9705, 2.0136], [3.1525, -2.2088, 2.3601], [3.8198, -2.0969, 3.6403], [1.9763, -1.3483, 2.1127], [4.2487, -2.1183, 0.8619], [4.2818, -3.4654, -0.8885], [5.0107, -4.0754, 0.6037], [2.8440, -5.2174, 0.2927], [2.0229, -3.7928, -0.1036], [3.2372, -4.4916, 2.6750], [1.5810, -4.1875, 2.4735], [5.2796, -1.8823, 1.1255], [3.7519, -1.3219, 0.3077], [3.7454, 2.2384, 3.9311], [2.3047, 2.5948, 3.5539], [2.3718, 3.6487, 2.4144], [3.8143, 3.1777, 1.3520], [4.6606, 4.3628, 1.2902], [3.3669, 2.5514, 0.1430], [4.5364, 2.0168, 2.6158], [3.8099, 1.3900, 4.6124], [4.0885, 3.0727, 4.5430], [1.6682, 2.9806, 4.3502], [1.7737, 1.7220, 3.1738], [2.6835, 4.5913, 2.8642], [1.5429, 4.0083, 1.8048], [5.6263, 2.0202, 2.5994], [4.2302, 1.0411, 2.2385], [-2.1874, -4.1396, -0.5664], [-0.6896, -4.5803, -0.4151], [-0.5565, -6.1252, -0.1722], [-2.2487, -6.8445, -0.6415], [-2.9338, -7.1531, 0.6211], [-2.2268, -7.8760, -1.7142], [-2.8836, -5.2285, -1.2778], [-2.2853, -3.2216, -1.1459], [-2.6042, -3.9721, 0.4267], [-0.1194, -4.0815, 0.3685], [-0.1631, -4.4410, -1.3593], [-0.2375, -6.4910, 0.8038], [0.1331, -6.6809, -0.8077], [-3.9727, -5.2278, -1.3221], [-2.4628, -5.2759, -2.2822]], "forces_ev_per_a": [[0.88, -0.11, -0.92], [-0.37, -1.46, -0.50], [0.02, -0.94, 0.01], [-0.94, 1.06, 2.04], [0.43, -0.67, -0.99], [0.16, -0.07, 0.49], [-0.21, 0.12, -0.02], [-0.09, 0.42, -0.11], [0.04, 0.15, -0.05], [0.00, -0.05, 0.11], [0.26, 0.31, -0.16], [-0.39, 0.80, 0.12], [0.21, 0.34, 0.05], [-0.23, 0.74, 0.27], [0.35, -1.44, 0.38], [-0.75, 1.08, 0.56], [-0.47, 0.91, -1.08], [1.21, -0.80, 0.02], [-0.28, -0.10, 0.28], [0.15, -0.02, -0.15], [-0.48, 0.01, -0.12], [0.52, 0.14, -0.29], [-0.32, -0.30, 0.14], [0.07, 0.20, -0.06], [0.19, -0.36, -0.16], [0.12, -0.07, 0.18], [0.69, -0.20, 1.05], [-0.77, 0.73, -1.11], [0.87, 0.17, 0.47], [-1.45, -0.30, 0.08], [1.54, 0.55, 0.16], [-0.33, -0.28, 0.12], [0.10, -0.08, -0.06], [-0.12, 0.10, 0.17], [0.28, -0.31, -0.23], [-0.51, -0.28, -0.01], [0.03, -0.16, -0.02], [0.74, 0.02, -0.37], [-1.13, 0.02, -0.23], [0.68, 1.73, 0.27], [-1.47, -2.58, -0.09], [1.03, 1.07, -0.11], [0.28, 0.61, -0.04], [0.23, -0.46, 0.19], [-0.32, -0.02, 0.34], [0.37, -0.38, 0.22], [0.04, 0.36, -0.39], [-0.02, -0.13, 0.02], [-0.28, 0.14, -0.27], [-0.18, 0.10, 0.12], [0.16, -0.63, 0.07], [-0.53, 0.19, -0.22], [-1.51, -1.81, -0.27], [-0.03, 1.13, -0.76], [1.89, -0.18, 0.11], [-0.66, 1.80, 1.21], [0.03, -0.16, -0.34], [0.03, -0.48, -0.04], [0.28, -0.62, 0.01], [1.04, -0.01, 0.09], [-0.29, -0.06, -0.39], [-0.26, 0.17, 0.04], [0.17, 0.17, 0.10], [0.14, 0.15, 0.16], [-0.34, -0.20, 0.07], [-0.42, -0.06, -0.14], [-0.11, -0.02, 0.23], [-2.48, 0.32, -0.85], [1.23, 0.96, 0.26], [-0.88, -0.81, -0.11], [0.76, -0.28, -0.67], [0.72, 0.63, 0.44], [-1.07, -1.09, 1.94], [0.20, 0.51, 0.74], [0.74, 1.28, -0.39], [0.02, -0.85, -0.61], [0.62, -0.37, -0.29], [0.18, 0.01, 0.30], [-0.36, -0.26, -1.08], [0.06, 0.53, 0.01], [-0.09, -0.48, 0.10], [0.42, -0.13, 0.16], [-1.07, -0.43, 0.46], [0.65, -0.43, -1.05], [1.32, 1.20, 1.56], [-2.52, -0.50, -0.66], [0.14, -0.07, -0.70], [1.57, -0.42, 0.18], [-0.37, 0.03, 0.46], [0.12, 0.27, 0.09], [-0.09, -0.23, -0.07], [0.22, -0.17, 0.20], [-0.06, 0.55, 0.29], [0.34, -0.51, -0.37], [-0.28, 0.62, -0.50], [-0.26, 0.33, 0.21], [0.23, -0.02, -0.20], [0.11, 0.84, 0.15], [-1.03, -0.14, -1.54], [1.24, 0.40, 0.40], [0.06, 1.93, 2.36], [-0.27, -0.95, -0.31], [0.16, -0.61, -0.24], [-1.14, -0.48, -0.56], [-0.09, -0.29, -0.38], [0.58, 0.20, -0.32], [0.39, 0.07, 0.26], [0.07, -0.29, -0.04], [0.48, 0.02, 0.08], [-0.37, -1.05, -0.04], [-0.17, 0.53, 0.22], [-0.02, -0.19, -0.05], [1.08, 0.16, 1.26], [0.41, -1.21, -0.35], [-1.00, -0.73, -0.79], [-0.35, -0.61, 0.60], [0.60, 0.20, -1.26], [0.26, 2.15, 1.91], [0.38, -1.80, -1.10], [0.25, 0.07, 0.10], [-0.14, 0.06, 0.03], [-0.39, 0.33, -0.08], [-0.13, 0.51, -0.06], [-0.83, 0.39, 0.40], [0.04, 0.58, -0.61], [0.14, -0.10, 0.22], [-0.31, 0.10, -0.37]]}